#i
A 3-piece molecular cluster, C4H13NO3 overall, computed with wB97M-V/def2-TZVPD.

Values from the calculation:
* SMILES: CC[C@H](N)C=O.O.O

ORCA input file:
```
! wB97M-V def2-TZVPD RIJCOSX def2/J DEFGRID3
* xyz 0 1
O -3.39494 -0.15586 1.30332
C -2.60144 -0.55377 0.49572
C -1.33448 0.15849 0.08235
C -1.16960 0.59594 -1.39280
C -0.06262 1.62341 -1.56139
N -0.04014 -0.61556 0.36290
H -2.56355 -1.63920 0.25746
H -1.28138 1.09825 0.64470
H -2.12278 0.93312 -1.72975
H -1.12910 -0.35078 -1.95796
H -0.29729 2.42574 -2.33224
H 0.36107 1.96238 -0.60091
H 0.89434 1.14126 -1.96932
H -0.04501 -1.49229 -0.08468
H -0.00685 -0.73467 1.36840
H 1.91878 1.08790 1.35706
H 2.94988 2.21391 1.62743
O 2.59095 1.40624 2.00497
H 2.22387 -2.99437 1.40732
H 2.22245 -3.05918 0.01422
O 2.88784 -3.05095 0.70319
*
```

In the Löwdin picture, each atom carries the following charge in e: 0.073, -0.240, -0.342, -0.241, -0.111, 0.067, 0.124, 0.138, 0.093, 0.114, 0.091, 0.059, 0.089, 0.043, 0.076, 0.018, 0.028, -0.075, 0.034, 0.015, -0.055

#ii
A 3-piece molecular cluster, C4H13NO3 overall, computed with wB97M-V/def2-TZVPD.

ORCA input file:
```
! wB97M-V def2-TZVPD RIJCOSX def2/J DEFGRID3
* xyz 0 1
C -1.92644 0.48841 -0.99012
C -0.86092 -0.30526 -1.82245
C -1.61832 0.34629 0.60368
N -0.03496 0.89013 0.89123
C 0.50854 0.14869 2.08518
O -1.68501 -0.97745 0.96413
H -1.93106 1.51590 -1.37204
H -2.84114 -0.10276 -1.19589
H -0.41820 -1.04287 -1.14881
H 0.03176 0.36993 -2.11180
H -1.31143 -0.91110 -2.68993
H 0.45351 0.45470 0.14751
H -0.26643 0.25549 2.91554
H 0.54977 -0.90942 1.89993
H 1.39339 0.55278 2.56658
H -2.17201 1.10274 1.21644
H 2.54226 0.28243 -2.03116
O 1.94915 0.36573 -1.26491
H 2.49542 -1.61885 0.55719
H 2.53437 -0.18330 -0.12094
O 2.60777 -0.72221 0.90066
*
```

In the Löwdin picture, each atom carries the following charge in e: -0.152, -0.129, -0.329, 0.206, -0.117, 0.045, 0.108, 0.106, 0.053, 0.070, 0.097, 0.013, 0.106, 0.065, 0.097, 0.140, 0.009, -0.251, 0.021, 0.032, -0.191

Stability check: which of them is most stable? #i.

#i
A 3-piece molecular cluster, C4H13NO3 overall, computed with wB97M-V/def2-TZVPD.

Values from the calculation:
* SMILES: CNCCC=O.O.O

ORCA input file:
```
! wB97M-V def2-TZVPD RIJCOSX def2/J DEFGRID3
* xyz 0 1
C -1.40626 -2.13034 -0.35754
N -0.57919 -1.10857 -0.97565
C -0.54397 0.10972 -0.15308
C -0.32501 -0.04677 1.31630
C -0.05972 1.35653 1.83100
O 0.94485 1.63619 2.43941
H -1.88876 -2.51471 -1.32832
H -2.25946 -1.74959 0.19736
H -0.92824 -2.94328 0.15178
H 0.32605 -1.40512 -1.26850
H -1.43101 0.76199 -0.37449
H 0.46775 0.55929 -0.55086
H -1.26978 -0.39349 1.85511
H 0.48309 -0.69688 1.58025
H -0.65779 2.35769 1.62361
H -0.21887 1.76664 -2.03657
H 1.07036 1.73531 -1.36071
O 0.54727 2.34223 -1.96635
H 3.00698 0.02962 -0.93420
H 2.40079 0.07562 0.62359
O 2.32093 0.25790 -0.31215
*
```

In the Löwdin picture, each atom carries the following charge in e: -0.145, -0.117, -0.302, -0.176, -0.267, 0.025, 0.098, 0.073, 0.064, 0.089, 0.138, 0.075, 0.138, 0.109, 0.164, 0.012, 0.017, -0.085, 0.068, 0.055, -0.034

#ii
A 2-piece molecular cluster, C4H13NO3 overall, computed with wB97M-V/def2-TZVPD.

Values from the calculation:
* SMILES: C[C@H](O)[C@@H](N)CO.O

ORCA input file:
```
! wB97M-V def2-TZVPD RIJCOSX def2/J DEFGRID3
* xyz 0 1
C 0.57586 1.16772 0.99967
O 0.57714 2.52917 1.25507
C -0.34876 0.87112 -0.13787
C -0.29982 -0.68091 -0.59172
C 0.67780 -1.15922 -1.64902
O -1.46169 -1.16509 -1.24782
N -1.76469 1.08804 0.31025
H 0.24682 0.66350 1.91752
H 1.58391 1.05074 0.68216
H 0.07819 1.58337 -0.91749
H -0.25626 -1.25706 0.38301
H 1.61278 -1.53772 -1.20764
H 0.86473 -0.51844 -2.43256
H 0.39234 -2.14607 -2.06017
H -2.29578 -0.84534 -0.82090
H -1.85960 1.34613 1.17596
H -2.38945 1.55684 -0.39618
H -0.09735 3.11915 0.82647
H 0.96659 -2.22398 0.72156
H 1.97231 -1.42783 1.58732
O 1.22493 -2.01411 1.60240
*
```

In the Löwdin picture, each atom carries the following charge in e: -0.283, -0.082, -0.274, -0.371, -0.048, -0.090, 0.075, 0.132, 0.119, 0.162, 0.121, 0.074, 0.051, 0.097, 0.096, -0.006, 0.120, 0.116, -0.009, 0.037, -0.037

Stability check: which of them is most stable? #ii.

#i
A 3-piece molecular cluster, C4H13NO3 overall, computed with wB97M-V/def2-TZVPD.

Values from the calculation:
* SMILES: CC(C)C(N)=O.O.O

ORCA input file:
```
! wB97M-V def2-TZVPD RIJCOSX def2/J DEFGRID3
* xyz 0 1
N -0.35277 -2.24042 -1.08768
C 0.65774 -1.41436 -0.61784
C 0.20329 0.01828 -0.14389
C -0.99456 0.71618 -0.73363
C 0.18954 -0.26463 1.42860
O 1.79045 -1.85828 -0.66016
H -1.22873 -1.99751 -0.76470
H -0.36891 -3.09503 -1.39836
H 1.16096 0.49704 -0.36401
H -1.10261 1.79583 -0.29740
H -0.79492 0.75678 -1.86633
H -1.87646 0.04825 -0.72779
H -0.78504 0.04187 1.84079
H 0.93181 0.39511 1.68032
H 0.30364 -1.30886 1.68999
H -2.63259 1.73448 3.24761
H -2.13409 2.89290 2.30360
O -2.87564 2.29754 2.55251
H 2.78930 0.52444 -2.67188
H 3.95772 0.00562 -1.73085
O 3.16187 0.45478 -1.67890
*
```

In the Löwdin picture, each atom carries the following charge in e: 0.193, -0.494, -0.328, -0.082, -0.025, 0.042, 0.059, 0.032, 0.103, 0.113, 0.099, 0.069, 0.069, 0.043, 0.079, -0.005, 0.055, -0.054, 0.128, -0.017, -0.078

#ii
A 3-piece molecular cluster, C4H13NO3 overall, computed with wB97M-V/def2-TZVPD.

ORCA input file:
```
! wB97M-V def2-TZVPD RIJCOSX def2/J DEFGRID3
* xyz 0 1
C -2.35690 -0.90896 0.20896
C -2.03472 0.48176 -0.01689
N -0.57968 0.56221 -0.29594
C -0.16843 -0.11174 -1.51148
C 0.24972 0.20579 0.86524
O -2.39240 1.29387 1.08453
H -1.79220 -1.43632 0.96274
H -3.21188 -1.40236 -0.23503
H -2.46585 0.92649 -0.91626
H -0.75140 0.24152 -2.37670
H 0.86148 0.05059 -1.81939
H -0.30269 -1.19101 -1.56782
H 0.16338 -0.84137 1.16453
H -0.06002 0.85397 1.67837
H 1.30217 0.31960 0.62423
H 3.31265 0.28469 0.41922
H -2.52620 0.71184 1.85150
O 3.71699 1.20241 0.46218
H 3.23473 -1.83086 -0.49231
H 3.10898 1.75281 -0.03114
O 2.69228 -1.16493 -0.05855
*
```

In the Löwdin picture, each atom carries the following charge in e: 0.272, -0.475, -0.072, -0.082, -0.043, 0.033, 0.095, 0.101, 0.158, 0.095, 0.093, 0.091, 0.095, 0.094, 0.051, -0.046, 0.107, -0.126, -0.073, -0.004, -0.364

Stability check: which of them is most stable? #i.

#i
A 3-piece molecular cluster, C7H15N overall, computed with wB97M-V/def2-TZVPD.

ORCA input file:
```
! wB97M-V def2-TZVPD RIJCOSX def2/J DEFGRID3
* xyz 0 1
C 0.18745 0.36780 -0.63052
C -1.92278 0.48221 -0.31920
C 0.28305 0.38743 1.79528
C 0.67468 1.76571 -0.89365
C -2.59704 -0.82138 -0.01591
N 0.23444 -0.29237 0.51724
C 2.16978 -0.87034 0.08936
C 2.31503 -1.96116 -0.63903
H 0.16485 -0.26904 -1.51172
H -2.05175 1.27022 0.41693
H -2.08387 0.85611 -1.32722
H 2.96706 -0.42873 0.68514
H 0.69648 1.39978 1.79521
H -0.72552 0.40971 2.21020
H 0.89579 -0.22190 2.45960
H 1.68610 1.71373 -1.29945
H 0.02977 2.23704 -1.63752
H 0.67765 2.39808 -0.00964
H -3.68825 -0.74126 -0.10548
H -2.37500 -1.16201 0.99603
H -2.26947 -1.60328 -0.70426
H 1.49088 -2.38082 -1.21003
H 3.24069 -2.53551 -0.66139
*
```

In the Löwdin picture, each atom carries the following charge in e: -0.360, -0.134, -0.117, -0.066, -0.167, -0.086, -0.037, -0.067, 0.116, 0.060, 0.055, 0.059, 0.073, 0.080, 0.081, 0.076, 0.078, 0.063, 0.068, 0.058, 0.068, 0.049, 0.050

#ii
C7H15N in the gas phase, computed with wB97M-V/def2-TZVPD.

Values from the calculation:
* SMILES: CCC/C(C)=C(/C)N

ORCA input file:
```
! wB97M-V def2-TZVPD RIJCOSX def2/J DEFGRID3
* xyz 0 1
C 1.73987 1.80787 -1.95482
C 1.12970 0.56372 -1.35894
C 0.81290 0.78280 0.19468
N 0.61316 -2.14897 0.80477
C -0.47771 -1.22043 0.70209
C -0.47445 0.08582 0.45685
C -1.78071 0.86418 0.52430
C -1.75224 -1.93931 1.31869
H 1.61024 1.79314 -3.06324
H 1.40995 2.78550 -1.67732
H 2.83081 1.83502 -1.93375
H 1.57480 -0.34129 -1.47641
H 0.11078 0.37874 -1.81131
H 0.87327 1.75750 0.64834
H 1.67451 0.28332 0.71593
H 0.86218 -2.49209 1.72303
H 1.39934 -1.96822 0.14097
H -2.70978 0.34485 0.63887
H -1.91963 1.70793 -0.26107
H -1.61405 1.64997 1.32306
H -2.48667 -2.19360 0.44546
H -2.02161 -1.35214 2.24680
H -1.40466 -2.98431 1.65305
*
```

In the Löwdin picture, each atom carries the following charge in e: -0.124, -0.217, -0.162, 0.044, -0.345, -0.324, -0.062, -0.069, 0.076, 0.060, 0.067, 0.057, 0.122, 0.101, 0.112, 0.079, 0.085, 0.050, 0.100, 0.090, 0.103, 0.085, 0.072

#iii
C7H15N in the gas phase, computed with wB97M-V/def2-TZVPD.

Values from the calculation:
* SMILES: C/C=C(\C)CCCN

ORCA input file:
```
! wB97M-V def2-TZVPD RIJCOSX def2/J DEFGRID3
* xyz 0 1
C 0.79045 -1.00492 -2.07429
C -0.39882 0.00842 -2.08291
C -1.06065 0.01741 -0.68498
C -0.92001 -0.16401 1.69410
C -0.27230 0.24768 0.57108
C 0.84602 1.23224 0.43807
C -0.53240 0.62762 2.96760
N 1.19842 -1.79749 -0.93300
H 1.68274 -0.44159 -2.39761
H 0.59462 -1.77405 -2.87733
H -0.99809 -0.33296 -2.90240
H 0.11548 0.97029 -2.34774
H -1.98757 0.63643 -0.68997
H -1.58432 -0.98957 -0.61034
H -1.73384 -0.89536 1.72373
H 1.35928 1.11048 -0.51394
H 1.45072 1.31367 1.33667
H 0.55186 2.34528 0.48412
H 0.37682 1.29879 2.88834
H -1.25164 1.49192 3.18459
H -0.52990 -0.07401 3.78735
H 0.40942 -2.36661 -0.66537
H 1.89370 -1.45964 -0.29578
*
```

In the Löwdin picture, each atom carries the following charge in e: -0.308, -0.193, -0.206, -0.102, -0.343, -0.066, -0.108, -0.004, 0.100, 0.109, 0.086, 0.104, 0.120, 0.122, 0.106, 0.062, 0.057, 0.119, 0.066, 0.091, 0.048, 0.072, 0.067

Stability check: which of them is most stable? #ii.

#i
C3H2N2O3 in the gas phase, computed with wB97M-V/def2-TZVPD.

Values from the calculation:
* SMILES: O=COc1cnno1

ORCA input file:
```
! wB97M-V def2-TZVPD RIJCOSX def2/J DEFGRID3
* xyz 0 1
C -1.59434 1.15150 -0.94966
C 0.27868 0.20587 0.11031
C -0.12614 -1.07028 0.19451
H -2.02639 2.22411 -1.09052
H -0.99258 -1.49597 -0.14488
N 1.01132 -1.65485 0.66877
N 1.95269 -0.92089 0.89775
O -2.21817 0.19810 -1.22202
O -0.38805 1.32234 -0.20082
O 1.47143 0.42700 0.69019
*
```

In the Löwdin picture, each atom carries the following charge in e: -0.252, -0.366, -0.020, 0.178, 0.087, 0.009, 0.067, 0.138, 0.092, 0.066

#ii
C3H2N2O3 in the gas phase, computed with wB97M-V/def2-TZVPD.

Values from the calculation:
* SMILES: O=Cc1nc(=O)o[nH]1

ORCA input file:
```
! wB97M-V def2-TZVPD RIJCOSX def2/J DEFGRID3
* xyz 0 1
C 0.97798 -0.93550 -1.30603
C 0.03078 -0.15096 -0.42253
C -0.57716 1.59660 0.78916
H 1.84954 -0.49527 -1.85657
H -1.10339 -1.47478 0.96782
N 0.02434 1.16015 -0.36861
N -0.44922 -0.61710 0.73542
O 0.70545 -2.07099 -1.46828
O -0.52434 2.68326 1.32881
O -0.93396 0.30461 1.60080
*
```

In the Löwdin picture, each atom carries the following charge in e: -0.161, -0.259, -0.385, 0.148, 0.235, 0.179, 0.017, 0.101, 0.106, 0.020

Stability check: which of them is most stable? #i.

#i
C3H2N2O3 as an isolated structure, computed with wB97M-V/def2-TZVPD.

ORCA input file:
```
! wB97M-V def2-TZVPD RIJCOSX def2/J DEFGRID3
* xyz 0 1
C -1.53070 -0.02115 -0.00454
C 0.58529 0.79023 0.16206
C 0.58119 -0.61238 0.01223
H -2.53715 -0.31366 -0.80010
H -2.02222 -0.03665 1.30802
N 1.81917 1.21080 -0.07525
N 2.57993 0.02726 -0.20759
O -0.82222 1.23167 -0.22164
O 1.92903 -0.97944 0.03211
O -0.58232 -1.29667 -0.20531
*
```

In the Löwdin picture, each atom carries the following charge in e: -0.100, -0.205, -0.238, 0.201, 0.214, 0.129, -0.023, -0.053, 0.066, 0.009

#ii
C3H2N2O3 as an isolated structure, computed with wB97M-V/def2-TZVPD.

ORCA input file:
```
! wB97M-V def2-TZVPD RIJCOSX def2/J DEFGRID3
* xyz 0 1
C 0.22372 1.47240 -0.86060
C 0.97683 0.29649 -1.12451
C -0.32910 -0.42818 0.48376
N -0.66448 1.41292 0.05206
N -0.86137 -1.28458 1.43879
O -1.77084 -0.90563 2.13737
O -0.33031 -2.38236 1.47506
O 0.61470 -0.69019 -0.34667
H 0.39170 2.38733 -1.40618
H 1.74916 0.12181 -1.84908
*
```

In the Löwdin picture, each atom carries the following charge in e: -0.235, -0.076, -0.051, 0.212, -0.397, 0.110, 0.091, 0.102, 0.117, 0.126

Stability check: which of them is most stable? #ii.

#i
A 2-piece molecular cluster, C4H6O4 overall, computed with wB97M-V/def2-TZVPD.

ORCA input file:
```
! wB97M-V def2-TZVPD RIJCOSX def2/J DEFGRID3
* xyz -2 1
C -0.35889 -2.01543 0.70950
C -1.67045 -2.73043 1.10236
O -1.97841 -3.80534 0.55145
O -2.21768 -2.12207 2.06219
H -0.32328 -0.88792 0.67940
H 0.19131 -2.45623 -0.14277
H 0.37619 -2.10529 1.55761
C 1.51788 2.60506 -1.09669
C -0.06429 1.97902 -0.77560
O 0.05180 1.15926 0.13966
O -1.00779 2.43811 -1.42519
H 1.83161 3.22288 -0.26468
H 1.42103 2.94886 -2.09241
H 2.23097 1.76952 -1.00481
*
```

In the Löwdin picture, each atom carries the following charge in e: -0.080, -0.819, -0.136, -0.143, 0.041, 0.042, 0.053, -0.067, -0.740, -0.085, -0.094, 0.011, -0.005, 0.023

#ii
A 2-piece molecular cluster, C4H6O4 overall, computed with wB97M-V/def2-TZVPD.

ORCA input file:
```
! wB97M-V def2-TZVPD RIJCOSX def2/J DEFGRID3
* xyz -2 1
C 1.27149 1.02993 -1.21708
C 1.60673 1.23713 -2.69036
O 2.45044 0.53945 -3.30410
O 0.93653 2.14715 -3.29983
H 0.88886 1.96465 -0.75756
H 2.19281 0.72451 -0.72168
H 0.45729 0.24922 -1.26201
C -0.37690 -0.92124 1.87371
C -1.68034 -1.25131 2.68714
O -2.05300 -2.47668 2.62183
O -2.31192 -0.31907 3.24895
H -0.92740 -0.59666 0.88187
H 0.00102 -1.91424 1.65280
H 0.28522 -0.12138 2.15141
*
```

In the Löwdin picture, each atom carries the following charge in e: -0.068, -0.813, -0.136, -0.176, 0.063, 0.050, 0.079, -0.061, -0.795, -0.171, -0.140, 0.094, 0.038, 0.037

Stability check: which of them is most stable? #ii.

#i
A 2-piece molecular cluster, C2H8N3S overall, computed with wB97M-V/def2-TZVPD.

ORCA input file:
```
! wB97M-V def2-TZVPD RIJCOSX def2/J DEFGRID3
* xyz 1 1
C -0.36733 0.38669 0.33721
C -0.68938 0.90116 -0.91636
N -1.48673 2.01308 1.53136
N -0.85043 0.95760 1.46505
N -0.39667 0.43184 -2.11014
S 2.24970 -2.63632 -0.21247
H -0.07319 -0.65564 0.40487
H -1.29168 1.82045 -0.92178
H -1.67969 2.30641 2.48951
H 2.70276 -2.34023 1.00064
H -0.43583 0.37110 2.26632
H -0.13474 -0.59394 -2.04379
H -0.49209 0.80591 -3.01111
H 2.94530 -3.76811 -0.27930
*
```

In the Löwdin picture, each atom carries the following charge in e: -0.086, -0.095, 0.183, -0.083, 0.180, 0.467, 0.099, 0.145, 0.116, -0.223, 0.226, 0.161, 0.119, -0.209

#ii
An isolated ion of composition C2H8N3S and charge +1, computed with wB97M-V/def2-TZVPD.

ORCA input file:
```
! wB97M-V def2-TZVPD RIJCOSX def2/J DEFGRID3
* xyz 1 1
C 0.97758 -0.76482 0.31946
C -1.76332 -0.77477 -0.13005
N 2.74860 0.81619 -0.50827
N 2.24513 -0.34682 0.14920
N -2.75037 0.36793 0.19334
S -0.24063 0.04370 -0.57537
H 0.78101 -1.76551 0.84567
H -2.19227 -1.20303 -1.15270
H 3.70169 0.83373 -0.51984
H 2.24046 1.66063 -0.44278
H 3.03312 -0.93941 0.54909
H -2.96781 1.20497 -0.45100
H -2.20217 0.84682 1.00720
H -3.61102 0.02038 0.71605
*
```

In the Löwdin picture, each atom carries the following charge in e: -0.372, -0.524, 0.106, -0.093, -0.051, 0.887, 0.145, 0.058, 0.069, 0.085, 0.198, 0.169, 0.153, 0.169

Stability check: which of them is most stable? #i.